Record 1
Molecular formula: C8H12BINO4
Method: DFT, the ωB97M-V functional and the def2-TZVPD basis

Geometry as ORCA input:
```
! wB97M-V def2-TZVPD RIJCOSX def2/J DEFGRID3
* xyz 1 1
N 2.273 -0.205 0.523
O 1.918 -3.001 0.522
H -3.257 -2.373 -0.985
C -2.230 -2.123 -1.105
H 0.998 -0.410 -1.205
H -2.470 1.699 -1.591
O -0.779 -0.020 -0.365
B -1.077 -1.478 -0.503
H -2.368 1.939 0.190
H 2.761 -1.048 -1.281
C -0.149 0.745 0.513
I -5.530 0.421 0.473
H 0.686 -0.907 1.801
C -3.095 1.911 -0.712
C 2.921 1.091 0.210
C 1.253 -2.209 -0.121
C 1.841 -0.891 -0.681
H 2.052 1.706 -0.240
O -0.498 1.882 0.767
C 1.039 0.032 1.285
H 2.900 -0.890 1.061
H 1.252 0.719 2.168
C -3.749 0.622 -0.460
H 3.333 1.435 1.168
H 3.840 0.880 -0.356
O -0.035 -2.307 -0.180
H -3.829 2.778 -0.898
*
```

Results
HOMO (spin up / spin down): -11.0 / -11.1 eV
Energy relative to the best compared isomer or geometry (same formula, charge and spin): 67.16 kcal per mole
Frontier orbital gap (spin up / spin down): 6.132 / 6.200 eV

Record 2
Molecular formula: C31H35As2F10N4O7S3Y
Method: DFT, the ωB97M-V functional and the def2-TZVPD basis

Geometry as ORCA input:
```
! wB97M-V def2-TZVPD RIJCOSX def2/J DEFGRID3
* xyz 0 1
C -3.302 -1.681 0.268
N -2.640 -0.678 1.140
F 5.404 -1.847 -1.282
H -3.708 1.394 -0.578
N -0.466 0.079 2.792
F 0.997 2.042 6.969
H 2.915 3.120 5.568
C 0.049 -5.614 -1.345
N 3.477 0.823 -1.111
F 1.589 1.281 1.663
F 5.295 3.004 -0.477
O 2.622 -1.306 -2.247
C 5.774 2.078 -1.305
H -0.324 -5.317 -2.316
H -1.886 -2.306 2.209
H -1.400 3.467 1.761
H 1.128 4.821 -0.994
C -1.605 -0.574 3.435
H 0.428 1.431 -4.479
H -4.020 -2.024 -1.711
H -1.374 -0.321 -4.751
H -2.242 0.160 3.936
H -2.879 1.295 -4.199
C -1.631 1.957 -2.578
C -3.551 0.461 1.414
C 1.036 -6.354 1.196
N 0.067 -2.626 0.826
C 0.349 0.826 3.604
C 1.440 1.475 3.015
H -3.534 5.312 -2.902
C 0.169 -4.687 -0.327
H 0.258 4.086 1.767
H -0.967 4.866 0.751
O -0.234 -3.784 3.053
C -2.630 2.111 -3.532
C 0.654 -5.059 0.913
C -0.161 -3.232 -0.364
H 0.345 -7.671 -1.858
H 1.418 -6.628 2.170
S 3.052 -0.674 -1.039
H 1.497 1.709 -3.096
F 6.660 2.648 -2.120
C -3.007 4.371 -2.812
H -4.683 -0.557 -0.991
H 1.205 -8.314 0.357
As -0.031 2.721 -0.284
H -2.591 -2.489 0.110
C 2.340 2.280 3.664
C 1.165 1.872 5.651
F -0.723 0.517 5.737
F 3.937 -2.921 -0.115
F 3.324 2.852 2.958
As -0.555 0.322 -2.459
C 0.255 1.065 4.989
O 4.997 0.309 -3.105
H -2.456 2.036 0.474
F 6.390 1.137 -0.595
C -3.464 1.629 0.454
H -4.104 3.413 -4.385
H -3.015 -0.583 -1.577
C -3.323 3.309 -3.643
H 2.235 3.762 -0.071
H 1.925 3.423 -1.774
H -1.279 -1.284 4.200
F 4.927 -1.181 0.718
H -0.703 -1.709 -3.858
C 0.885 0.969 -3.604
C -2.406 -1.378 2.429
C -3.786 -1.169 -1.076
H -4.135 2.422 0.788
H -4.576 0.072 1.482
O 2.141 -0.766 0.121
Y -0.025 -0.302 0.596
C 4.434 -1.721 -0.391
H -1.786 5.060 -1.203
C -1.332 3.022 -1.715
H -4.154 -2.103 0.820
C 1.479 3.799 -0.858
S 4.417 1.346 -2.313
H -3.372 -1.643 2.880
C -2.014 4.224 -1.853
H -3.300 0.845 2.401
O -0.605 -2.608 -1.329
C -0.621 3.913 1.146
C -1.356 -0.841 -3.794
H -2.353 -1.175 -3.519
H 1.520 0.135 -3.898
C 0.427 -6.925 -1.079
O 3.809 2.471 -2.957
S 0.693 -3.635 1.965
O 2.041 -3.269 2.279
C 0.913 -7.288 0.174
C 2.221 2.501 5.022
*
```

Results
HOMO: -8.0 eV
Energy relative to the best compared isomer or geometry (same formula, charge and spin): 4.01 kcal per mole
Frontier orbital gap: 8.029 eV

Record 3
Molecular formula: C4H4O3
Method: DFT, the ωB97M-V functional and the def2-TZVPD basis

Geometry as ORCA input:
```
! wB97M-V def2-TZVPD RIJCOSX def2/J DEFGRID3
* xyz 0 1
H -2.355 -0.351 -0.204
C 1.168 -0.447 -1.075
H -0.004 1.522 0.137
C -0.432 0.534 -0.021
O -0.314 -0.394 1.204
C -1.734 0.497 -0.449
H 0.369 -0.093 1.819
C 1.796 -0.940 0.129
O 2.225 -1.201 1.178
O 1.611 -0.516 -2.182
H -2.331 1.389 -0.537
*
```

Results
HOMO (spin up / spin down): -8.4 / -8.0 eV
Energy relative to the best compared isomer or geometry (same formula, charge and spin): 145.49 kcal per mole
SMILES string: O=C=C=O.C=CO
Frontier orbital gap (spin up / spin down): 7.831 / 6.497 eV

- Which formula does entry 2 have?
  C31H35As2F10N4O7S3Y

- What is the energy relative to the best compared isomer or geometry (same formula, charge and spin) in the third record?
  145.49 kcal per mole

- The lowest energy relative to the best compared isomer or geometry (same formula, charge and spin) belongs to which entry?
  C31H35As2F10N4O7S3Y